1.
The following is a DFT calculation (the ωB97M-V functional and the def2-TZVPD basis) of a molecular structure, C31H41BrClIN6NiO2Sb at a distorted geometry.

Each line ends with the Mulliken charge.
Cartesian coordinates (Å):
I: -2.5221 1.9648 -2.2918  -0.16
Sb: 2.1903 3.1942 -1.3367  0.66
Br: -5.2798 0.9172 -4.5040  -0.10
Ni: -0.0503 1.9499 -1.7219  0.79
Cl: -0.9926 3.3618 3.8009  -0.22
O: -0.8112 -2.5016 3.0487  -0.64
O: 0.5858 1.7470 -3.5409  -0.48
N: 0.1374 2.1348 -4.7448  -0.42
N: -2.4035 -0.3047 -4.3837  -0.36
N: -0.2137 0.6996 -0.2087  0.77
N: -1.9615 2.3109 -7.4152  -0.37
N: -0.7095 -1.2404 0.5983  1.24
N: -1.5123 -0.3718 1.2891  -0.82
C: -3.4119 -1.1375 -3.8329  0.30
C: 3.2906 5.5352 -3.0197  -1.20
C: -5.3384 -2.8184 -2.7729  -0.57
C: 3.9860 3.7833 -0.4042  -0.77
C: -4.7409 -0.7277 -3.7907  0.33
C: 0.4462 -5.1822 3.4614  -1.61
C: 0.3374 -5.5231 0.9959  -1.64
C: 1.2324 0.3646 2.3685  -0.09
C: -5.7018 -1.5730 -3.2637  -0.45
C: -0.2672 -4.7431 2.1746  1.56
C: -1.8899 0.7554 -4.2841  0.76
C: -1.1707 0.7816 0.7722  -0.96
C: 4.3480 3.0477 0.8886  -1.24
C: 0.5688 1.5806 2.5014  -0.41
C: 0.4379 -0.3077 4.5122  -0.47
C: 2.2124 4.4405 -3.0329  -0.74
C: -0.7826 -2.7073 0.7639  -2.20
C: 1.1627 -0.6043 3.3632  0.41
C: 1.3551 -2.6973 1.9546  -1.13
C: -1.0148 1.6720 -5.0780  0.44
C: 0.7765 4.3635 -0.1757  -0.46
C: -0.1545 1.8403 3.6493  0.67
C: 1.1699 5.8422 0.0382  -1.30
C: -1.5090 2.0298 -6.3935  -0.22
C: -0.1055 -3.1806 2.0156  1.84
C: -0.2182 0.9070 4.6708  -0.89
C: -1.7459 -5.1528 2.3047  -1.83
C: 0.0327 -0.5934 -0.2870  -0.49
C: 1.8391 -1.9460 3.1851  -1.30
C: -4.0128 -3.2315 -2.8240  -0.71
C: -3.0531 -2.3972 -3.3670  -0.38
H: 4.2978 5.1148 -3.0411  0.34
H: -2.2775 -5.1239 1.3492  0.33
H: -0.2892 -3.1178 -0.1108  0.19
H: -1.8029 -6.1858 2.6588  0.49
H: 1.2073 4.8594 -3.0680  0.39
H: 0.3768 -1.0454 5.3113  0.40
H: 5.3570 3.3225 1.2014  0.40
H: 0.6300 3.8481 0.7797  -0.08
H: -0.0497 -4.8077 4.3671  0.38
H: -2.2862 -4.5240 3.0122  0.32
H: 1.4799 -2.0236 1.0937  0.52
H: -3.7295 -4.2107 -2.4565  0.44
H: 4.3284 1.9628 0.7748  0.30
H: 2.1132 5.9271 0.5811  0.31
H: 0.4216 -6.2729 3.5323  0.50
H: 1.7136 -2.5453 4.0925  0.37
H: 1.4966 -4.8803 3.4941  0.27
H: 0.6143 2.3217 1.7208  -0.26
H: -6.1000 -3.4733 -2.3654  0.40
H: 0.7294 -1.0732 -0.9620  0.45
H: -0.1786 4.3355 -0.7118  0.56
H: -1.8262 -2.9947 0.7538  0.50
H: 1.4075 -5.3448 0.8585  0.31
H: 3.6788 3.3169 1.7048  0.31
H: 3.1934 6.1748 -3.8995  0.37
H: 0.4185 6.3799 0.6208  0.41
H: 1.8116 0.1728 1.4649  0.72
H: -1.6206 1.7119 1.0871  0.62
H: -2.0156 -2.7039 -3.4411  0.50
H: -6.7345 -1.2499 -3.2449  0.41
H: 1.2827 6.3695 -0.9098  0.29
H: 3.8778 4.8607 -0.2507  0.39
H: 3.2245 6.1828 -2.1433  0.27
H: 0.2149 -6.5933 1.1803  0.49
H: 4.7316 3.6336 -1.1898  0.44
H: -0.5347 -2.8536 3.9008  0.67
H: 2.0264 -3.5336 1.7655  0.49
H: 2.9183 -1.8049 3.0696  0.43
H: 2.3086 3.7728 -3.8833  0.45
H: -0.1688 -5.3115 0.0494  0.32
H: -0.7823 1.1236 5.5701  0.46

Values from the calculation:
ΔE to the lowest compared entry with this formula, charge and spin ... 0.8628 eV
HOMO level (spin up / spin down) ... -11.16 / -11.16 eV
Charge ... +1
F_max ... 1.93 eV/A
HOMO-LUMO gap (spin up / spin down) ... 0.238 / 0.239 Eh



2.
The following is a DFT calculation (the ωB97M-V functional and the def2-TZVPD basis) of a molecular structure, C29H41F5GdOP2 at a distorted geometry.

Each line ends with the Löwdin spin population.
Cartesian coordinates (Å):
Gd: 1.6073 -0.8288 0.5733  7.37
P: -0.4523 0.7675 -3.8432  0.00
P: 0.7171 -1.0333 -1.9073  -0.12
F: 4.4615 0.7997 2.8010  0.00
F: 0.2984 2.9422 1.9515  0.00
F: 0.9614 4.9453 3.7147  0.00
F: 5.1159 2.8015 4.5837  0.00
F: 3.3609 4.8692 5.0191  0.00
O: 2.1243 1.0036 1.3855  -0.01
C: -4.0725 0.6788 -1.6113  0.00
C: 1.3045 -4.1755 1.3333  0.00
C: -0.7898 -1.2451 2.3780  -0.01
C: -1.5577 2.2635 -0.8195  0.00
C: -0.4336 2.5312 -4.1476  0.00
C: 1.0938 0.3450 -3.0979  0.00
C: 3.9664 2.8730 3.8800  0.00
C: -1.0334 0.8356 -0.5325  0.01
C: -2.9435 2.5106 -0.2929  0.00
C: -3.2134 0.8993 -2.8886  -0.01
C: 2.6825 -1.5021 -1.6623  -0.07
C: -0.6096 -0.1181 -5.4187  0.00
C: 3.0665 3.9194 4.1126  0.00
C: 2.5841 -2.2809 3.6214  0.00
C: 1.8434 3.9629 3.4380  0.00
C: -0.5419 -2.3557 1.5192  -0.01
C: 0.7343 -2.9113 1.8746  0.00
C: 0.3863 -0.1638 4.3902  0.00
C: 2.4499 1.9479 2.2366  0.00
C: -2.0766 -0.5255 2.5578  0.00
C: 0.3706 -2.4257 -3.0577  0.00
C: -1.5339 -3.0179 0.6385  0.00
C: 1.5350 2.9779 2.5248  0.00
C: 0.3371 -1.0838 3.2267  0.00
C: 1.2931 -2.0931 2.9111  -0.01
C: -4.0209 1.7696 -0.5784  0.00
C: 3.6604 1.8911 2.9591  0.00
C: -1.8764 0.1154 -2.9045  -0.02
C: -1.2773 -0.2455 -1.5773  -0.11
H: 3.0655 -1.3844 -2.6804  0.00
H: -1.7426 -1.1270 -1.1126  0.00
H: 2.4045 -2.3853 4.6998  0.00
H: -0.8966 2.9578 -0.2681  0.00
H: -0.6137 -0.0201 4.8251  0.00
H: 3.1088 -3.1754 3.2729  0.00
H: 1.5167 1.2253 -2.5815  0.00
H: 0.7468 -3.3391 -2.5715  0.00
H: 0.7591 0.8287 4.0995  0.00
H: 2.8310 -2.5397 -1.3133  0.00
H: -5.1204 0.6210 -1.9601  0.00
H: 1.9348 -4.0201 0.4362  0.00
H: -1.6774 -0.2127 -5.6538  0.00
H: 1.9243 -4.6726 2.0938  0.00
H: 0.0595 0.9863 -0.3103  0.01
H: -3.7941 0.5082 -3.7473  0.00
H: 1.8176 0.0598 -3.8840  0.00
H: 3.2574 -1.4183 3.4938  0.00
H: -4.9742 1.9377 -0.0643  0.00
H: -0.1223 0.4594 -6.2146  0.00
H: 3.2842 -0.7812 -1.0415  0.00
H: -1.4189 2.5299 -1.8803  0.00
H: -1.8375 -3.9938 1.0504  0.00
H: 1.0406 -0.5500 5.1821  0.00
H: -2.7909 -0.7491 1.7553  0.00
H: -3.0706 1.9713 -3.0941  0.00
H: -1.9266 0.5638 2.5774  0.00
H: -2.1094 -0.8276 -3.4302  0.00
H: -0.1801 2.6722 -5.2060  0.00
H: -1.4805 0.4872 0.4126  0.00
H: 0.9217 -2.3240 -4.0085  0.00
H: -0.6957 -2.5741 -3.2762  0.00
H: -3.8664 -0.3132 -1.1802  0.00
H: -2.5694 -0.8016 3.5096  0.00
H: -1.4036 3.0053 -3.9695  0.00
H: -3.0011 3.3429 0.4179  0.00
H: 0.4986 -4.8736 1.0553  0.00
H: -0.1661 -1.1187 -5.3610  0.00
H: 0.3359 3.0209 -3.5327  0.00
H: -1.1259 -3.2050 -0.3644  0.00
H: -2.4447 -2.4152 0.5336  0.00

Values from the calculation:
ΔE to the lowest compared entry with this formula, charge and spin ... 0.0000 eV
HOMO level (spin up / spin down) ... -9.52 / -9.63 eV
Multiplicity ... 8
Charge ... +1
F_max ... 3.07 eV/A
HOMO-LUMO gap (spin up / spin down) ... 0.211 / 0.261 Eh



3.
The following is a DFT calculation (the ωB97M-V functional and the def2-TZVPD basis) of a single C6H11N2O2P molecule at a distorted geometry.

Each line ends with the Mulliken charge.
Cartesian coordinates (Å):
P: -4.7036 0.9718 -0.6093  -0.15
O: -0.6274 1.1201 -0.9226  -0.59
O: -2.6750 0.5004 0.9208  -0.25
N: -1.4141 0.0146 0.9936  -0.24
N: 4.1251 1.1327 -0.9375  -0.58
C: -3.2962 -1.5710 -0.2195  -0.70
C: -0.4239 0.5079 0.1167  0.51
C: -3.4974 -0.0623 0.0137  0.40
C: 1.9998 1.0717 0.0264  -0.19
C: 0.9718 0.1246 0.6071  -0.62
C: 3.3275 0.4537 -0.2114  -0.33
H: -4.1080 1.9025 0.1850  -0.02
H: -2.1450 -1.4868 -0.3928  0.19
H: 0.9592 -0.1429 1.7614  0.23
H: 5.0480 0.6621 -1.0517  0.25
H: -3.4374 -2.0306 0.8173  0.21
H: -1.1359 -0.1915 2.0137  0.25
H: 1.5320 1.3422 -0.9913  0.19
H: 1.2391 -0.9163 0.2622  0.29
H: 3.5798 -0.3842 0.2873  0.48
H: -3.8109 -2.1769 -0.9715  0.37
H: 2.2058 1.9793 0.6361  0.28

Values from the calculation:
ΔE to the lowest compared entry with this formula, charge and spin ... 4.1680 eV
SMILES ... [H]/N=C/CCC(=O)NO/C(C)=P\[H]
HOMO level ... -8.44 eV
Charge ... 0
F_max ... 4.46 eV/A
HOMO-LUMO gap ... 0.327 Eh



4.
The following is a DFT calculation (the ωB97M-V functional and the def2-TZVPD basis) of a molecular structure, C32H28BrClFeN4PS.

Each line ends with the Löwdin spin population.
Cartesian coordinates (Å):
Br: 4.5082 2.9895 2.0502  0.00
Fe: -0.5920 1.3868 0.9794  1.03
Cl: -1.9838 0.1481 -0.8392  0.02
S: -1.4408 0.0258 2.6427  0.00
P: 0.7397 -1.6045 -0.3869  0.00
N: -3.1295 2.0026 2.2090  0.00
N: -0.1711 3.1004 -0.0796  0.00
N: -3.7651 0.5056 3.8279  0.00
N: -2.1372 2.4807 1.3802  0.00
C: -1.0469 5.2784 -0.5836  0.00
C: -3.2955 -1.9976 0.0681  0.00
C: 3.9420 -4.1091 -0.4133  0.00
C: 0.1118 -1.5543 -4.9130  0.00
C: 0.1002 5.6109 -1.2902  0.00
C: 2.0883 -3.1701 1.4341  0.00
C: 0.5899 -1.5197 -2.1781  0.00
C: 3.1150 -3.9998 1.8455  0.00
C: 0.1898 -2.7490 -4.2112  0.00
C: 4.0394 -4.4718 0.9202  0.00
C: -2.0481 -1.4562 -0.1619  0.00
C: 2.4507 0.4827 -0.4920  0.01
C: 0.2434 -0.3433 -4.2478  0.00
C: -2.3137 3.6211 0.8000  -0.01
C: 1.3904 -0.0438 0.2954  -0.01
C: 3.3808 1.3426 0.0343  -0.01
C: 0.4184 -2.7347 -2.8458  0.00
C: -3.4047 -3.2555 0.6447  0.00
C: -3.5319 4.4837 0.9203  0.00
C: -1.1453 4.0324 0.0016  0.00
C: 1.9701 -2.8230 0.0832  0.00
C: 2.3062 1.2211 2.1875  0.00
C: 0.9186 3.4343 -0.7715  0.00
C: -2.8638 0.8810 2.9271  0.00
C: 0.4726 -0.3211 -2.8814  0.00
C: 1.4011 0.2859 1.6635  0.00
C: -2.2642 -3.9631 0.9858  0.00
C: 1.1008 4.6680 -1.3839  0.00
C: 3.2754 1.7551 1.3738  0.00
C: 2.9123 -3.2801 -0.8373  0.00
C: -1.0144 -3.4165 0.7358  0.00
C: -0.8840 -2.1480 0.1686  0.00
H: -4.1755 -1.4318 -0.2071  0.00
H: 0.0693 -3.6926 -4.7255  0.00
H: 4.6688 -4.4671 -1.1296  0.00
H: 3.1993 -4.2772 2.8874  0.00
H: 4.1904 1.7134 -0.5801  0.00
H: 0.5361 0.6286 -2.3680  0.00
H: -0.0672 -1.5668 -5.9798  0.00
H: -3.4408 5.1755 1.7612  0.00
H: -4.4440 3.9005 1.0404  0.00
H: 0.4598 -3.6705 -2.3007  0.00
H: -1.8523 5.9909 -0.4820  0.00
H: -4.5751 1.0563 4.0624  0.00
H: 0.1582 0.5875 -4.7920  0.00
H: -3.5834 -0.3214 4.3724  0.00
H: -2.3390 -4.9462 1.4291  0.00
H: 2.2763 1.4634 3.2410  0.00
H: 2.8551 -2.9901 -1.8770  0.00
H: 1.3769 -2.8003 2.1643  0.00
H: -0.1335 -3.9964 0.9704  0.00
H: 2.0170 4.8717 -1.9198  0.00
H: 0.2030 6.5829 -1.7524  0.00
H: 2.5741 0.1716 -1.5204  0.00
H: 0.8383 -0.3091 2.3622  0.00
H: 1.6804 2.6792 -0.8395  0.00
H: -4.3846 -3.6790 0.8196  0.00
H: -3.6685 5.0774 0.0202  0.00
H: 4.8417 -5.1205 1.2456  0.00
H: -3.9138 2.5946 2.4353  0.00

Values from the calculation:
ΔE to the lowest compared entry with this formula, charge and spin ... 0.0000 eV
HOMO level (spin up / spin down) ... -12.96 / -12.22 eV
Multiplicity ... 2
Charge ... +2
F_max ... 0.65 eV/A
HOMO-LUMO gap (spin up / spin down) ... 0.266 / 0.234 Eh